Below is a molecular structure, C58H44N2OP2RuS2 at a distorted geometry, with properties calculated with ωB97M-V/def2-TZVPD.

Calculated values
Total energy = -108675.2569 eV
Spin multiplicity = 5
<S²> = 6.05
LUMO energy (spin up / spin down) = -11.77 / -13.70 eV
Net charge = +4
HOMO energy (spin up / spin down) = -16.36 / -16.30 eV

The geometry in XYZ format:
```
110
Properties=species:S:1:pos:R:3:forces:R:3
Ru 0.088933 -0.274154 -0.492328 -0.802 -1.846 0.731
O 1.052033 -2.685454 1.042572 0.678 -0.906 -0.184
S 0.405933 -1.445854 1.406172 -1.006 0.138 0.393
C 1.610433 -0.564254 2.405372 0.265 -0.076 -0.269
C 1.360033 0.030946 3.635172 0.079 0.270 0.464
C 2.379133 0.271446 4.561072 -0.684 0.148 -0.051
C 3.670833 -0.138454 4.257272 0.710 -0.398 -0.728
C 4.936233 -0.183054 5.031372 0.156 0.057 0.268
C 5.982533 -0.793154 4.074272 0.116 0.020 0.096
C 5.277833 -0.968554 2.779172 -0.615 0.357 0.845
C 5.679633 -1.404854 1.524772 0.007 -0.276 -1.057
C 4.745933 -1.412054 0.486372 0.819 -0.082 0.240
C 3.398633 -1.097154 0.675472 -0.501 0.142 0.286
P 2.340333 -0.839854 -0.780228 0.923 -0.032 -0.826
C 3.386633 0.312946 -1.717828 -0.416 -0.080 0.317
C 3.669833 1.510246 -1.056628 -0.055 -0.050 -0.060
C 4.615933 2.370546 -1.574828 0.022 0.090 0.113
C 5.263833 2.055646 -2.763328 -0.029 -0.044 -0.048
C 4.958133 0.883046 -3.437228 0.008 -0.047 -0.034
C 4.023833 -0.001054 -2.915828 -0.047 -0.135 0.038
C 2.257133 -2.385454 -1.684228 -0.298 0.290 0.010
C 1.565733 -2.330154 -2.903028 0.082 0.211 0.139
C 1.491133 -3.463254 -3.689128 0.060 -0.165 -0.109
C 2.083233 -4.645054 -3.255728 -0.094 0.157 -0.039
C 2.737533 -4.702054 -2.031428 0.091 0.018 0.073
C 2.827733 -3.575454 -1.236028 -0.115 0.085 -0.038
C 2.944633 -0.758154 1.969172 0.009 -0.035 0.228
C 3.927033 -0.614554 2.959872 -0.294 0.126 0.107
C -0.960567 -1.865654 2.498172 0.565 0.770 -0.482
C -0.617167 -2.179354 3.804072 0.116 0.018 0.002
C -1.554767 -2.558654 4.763172 -0.217 -0.019 -0.083
C -2.873167 -2.661854 4.368972 0.569 0.146 -0.267
C -4.081967 -3.097654 5.106472 -0.207 -0.233 0.547
C -5.225967 -3.032954 4.080172 -0.605 -0.144 0.282
C -4.579967 -2.643954 2.801472 0.205 0.113 -0.760
C -5.062667 -2.541754 1.511372 0.005 -0.056 0.513
C -4.169567 -2.216354 0.491972 0.259 0.005 -0.077
C -2.817067 -1.944554 0.698672 0.487 -0.243 -0.275
P -1.801667 -1.602354 -0.776228 -1.823 0.790 0.425
C -2.042367 0.220946 -1.044728 0.533 -0.450 -0.180
C -1.541267 0.848846 -2.364928 0.100 -0.623 0.178
C -2.687067 1.707846 -2.723928 -0.265 0.368 -0.669
C -2.556567 2.907446 -1.894028 0.121 0.085 0.213
C -2.673067 2.534746 -0.358528 0.106 -0.246 -0.352
C -2.558867 1.059546 -0.117028 -0.327 0.095 0.145
C -2.546067 -2.347654 -2.259228 0.761 -0.047 0.132
C -3.757967 -1.865354 -2.765828 0.109 0.205 0.107
C -4.331167 -2.481354 -3.862028 -0.087 0.082 0.061
C -3.696267 -3.548654 -4.480128 0.082 0.004 0.097
C -2.478367 -4.001354 -3.998428 0.039 -0.090 0.002
C -1.900367 -3.414454 -2.885028 0.021 0.068 0.181
C -2.284967 -2.028954 2.023372 -0.401 0.023 -0.318
C -3.208867 -2.405754 3.024472 0.250 0.096 -0.113
H 0.343133 0.267746 3.912672 -0.075 -0.032 0.062
H 2.136833 0.719046 5.511872 -0.035 0.045 0.140
H 4.817533 -0.774754 5.944172 -0.025 0.020 0.015
H 5.229533 0.814146 5.373772 -0.020 0.027 0.003
H 6.342533 -1.760154 4.446372 0.028 -0.021 -0.071
H 6.882133 -0.178054 3.979572 0.011 0.005 -0.064
H 6.699133 -1.702354 1.329772 0.109 0.006 -0.032
H 5.087133 -1.648654 -0.513828 0.050 -0.033 -0.024
H 3.152833 1.739546 -0.131128 0.070 0.134 0.087
H 4.868833 3.272346 -1.041328 0.003 0.176 0.003
H 6.009733 2.724846 -3.164428 0.059 0.064 -0.023
H 5.464733 0.637246 -4.360428 -0.011 0.024 -0.026
H 3.817633 -0.926354 -3.434228 -0.007 -0.075 -0.002
H 1.131533 -1.383254 -3.229928 0.072 -0.183 -0.125
H 0.997733 -3.432554 -4.647228 -0.098 0.032 -0.113
H 2.037133 -5.526654 -3.875828 -0.008 -0.089 -0.078
H 3.187933 -5.624854 -1.702128 0.050 -0.111 0.019
H 3.330233 -3.616054 -0.281628 0.002 -0.095 0.068
H 0.424633 -2.150954 4.080272 0.055 -0.049 0.173
H -1.243067 -2.768854 5.774572 0.058 -0.091 0.055
H -4.263567 -2.479654 5.989772 0.003 -0.026 -0.067
H -3.935767 -4.116854 5.478772 -0.009 0.077 0.003
H -5.989767 -2.306954 4.375572 0.055 -0.011 -0.089
H -5.752667 -3.986254 3.982472 0.056 0.057 -0.002
H -6.093267 -2.751454 1.273772 -0.129 0.015 -0.030
H -4.557367 -2.194054 -0.515828 -0.013 -0.061 0.004
H -1.270067 0.078746 -3.098728 -0.134 0.158 0.110
H -3.592867 1.353246 -3.176228 -0.134 -0.149 -0.219
H -3.246267 3.714746 -2.135928 0.052 0.016 0.040
H -3.618867 2.895146 0.052372 0.121 0.007 0.132
H -2.980167 0.676846 0.805472 0.098 -0.148 0.109
H -4.250667 -1.018154 -2.307628 -0.049 0.048 0.005
H -5.282367 -2.131054 -4.230228 -0.090 0.070 -0.068
H -4.155467 -4.024154 -5.332528 -0.016 -0.050 -0.099
H -1.984367 -4.825554 -4.485328 0.079 -0.144 -0.055
H -0.956167 -3.777154 -2.500228 -0.013 -0.079 -0.011
S 0.142233 5.519946 -0.674928 -0.040 -0.347 0.433
C -0.643367 3.914746 -0.722328 -0.333 0.631 -0.096
C -1.505467 3.255346 0.307372 -0.625 0.739 -0.403
C -0.063967 2.747846 0.067372 1.461 -0.184 0.073
N 0.252333 1.685646 -0.776328 -0.129 1.353 0.486
C -0.374267 1.877246 -2.070328 -0.060 0.173 -1.177
C -1.065867 3.274046 -2.037528 -0.233 -0.161 0.170
C -1.183467 6.709346 -0.922728 0.158 -0.184 -0.228
C -1.058567 7.473546 -2.075828 -0.003 0.002 -0.033
C -1.975667 8.507146 -2.265328 0.980 -0.747 -0.077
N -2.893967 8.736646 -1.375928 -1.680 1.732 -0.275
C -3.049667 8.041046 -0.281328 0.767 -0.938 0.236
C -2.186867 6.979346 -0.004628 -0.207 0.013 0.220
H -1.679367 3.692446 1.280172 0.276 0.009 0.150
H 0.623233 2.920246 0.887672 -0.108 -0.108 0.146
H 0.385533 1.802946 -2.860928 -0.074 0.028 0.186
H -0.857267 3.872746 -2.919628 0.102 0.004 0.071
H -0.267267 7.300546 -2.787328 0.089 -0.078 -0.087
H -1.925667 9.143146 -3.139828 -0.052 0.048 -0.021
H -3.838567 8.336746 0.399172 -0.012 -0.052 0.017
H -2.295267 6.426846 0.914072 0.096 -0.123 0.167
```
Forces are in eV/Å.